w:
14
Properties=species:S:1:pos:R:3 method="wB97M-V/def2-TZVPD" orbital_gap_ev="7.9 / 6.3"
C -0.34 0.24 1.29
C -0.21 -1.88 0.33
C 0.92 0.07 -0.71
N 0.23 -0.47 0.34
N -0.07 2.64 -0.69
O -1.07 0.06 2.21
Cl -0.21 2.63 0.94
Cl -1.73 2.70 -1.33
H 0.21 -2.35 -0.62
H 0.39 -2.34 1.09
H -1.30 -2.08 0.37
H 0.23 0.26 -1.60
H 1.23 1.08 -0.53
H 1.72 -0.56 -1.09


x:
14
Properties=species:S:1:pos:R:3 method="wB97M-V/def2-TZVPD" orbital_gap_ev="8.1 / 7.3"
C -1.92 0.47 0.61
C 0.21 0.49 -0.85
C 1.08 -0.17 0.16
N -2.03 0.78 1.79
N 2.39 -0.09 -0.29
O -0.42 -0.19 -1.74
Cl -2.96 -0.26 -0.44
Cl 0.49 -1.82 0.65
H 0.28 1.57 -0.99
H 0.91 0.42 1.11
H -2.86 0.61 2.37
H 3.16 -0.34 0.38
H 2.66 -0.54 -1.19
H -0.98 -0.94 -1.56


x is the most stable structure; the next one sits 156.4 kJ/mol above it.


w:
10
Properties=species:S:1:pos:R:3 method="wB97M-V/def2-TZVPD" orbital_gap_ev="9.2 / 8.8" total_charge=+1
C -0.24 0.21 0.36
N 0.64 -0.93 -0.26
O 0.00 0.50 1.65
S -0.26 1.74 -0.71
H -2.48 -0.51 0.00
H 1.59 -0.61 -0.23
H 0.52 -1.22 -1.29
H 0.61 -1.75 0.40
H -0.40 1.33 1.95
H 0.02 1.25 -1.87


x:
10
Properties=species:S:1:pos:R:3 method="wB97M-V/def2-TZVPD" orbital_gap_ev=10.1 total_charge=+1
C -0.01 0.37 -0.60
N -0.85 -0.74 0.09
O -0.28 1.61 -0.10
S 1.86 0.02 -0.34
H -0.12 0.28 -1.72
H -0.32 -1.72 0.28
H -1.88 -0.95 -0.25
H -0.97 -0.41 1.09
H 0.50 1.98 0.23
H 2.07 -0.43 1.32


x is the most stable structure; the next one sits 275.2 kJ/mol above it.


w:
15
Properties=species:S:1:pos:R:3 method="wB97M-V/def2-TZVPD" spin_multiplicity=2 orbital_gap_ev="11.6 / 3.2" s2=0.757 total_charge=+1
C -0.08 -2.23 1.00
O -0.03 -1.65 2.29
H 0.89 -2.62 0.60
H -0.89 -3.21 0.92
H -0.49 -1.51 0.24
H 0.25 -0.69 2.10
C -0.26 0.96 -1.28
O -0.81 2.10 -1.90
C 0.68 1.29 -0.10
H -1.09 0.26 -1.03
H 0.35 0.61 -2.14
H -1.16 2.66 -1.10
H 0.04 1.66 0.72
H 1.19 0.33 0.13
H 1.42 2.05 -0.43


x:
15
Properties=species:S:1:pos:R:3 method="wB97M-V/def2-TZVPD" spin_multiplicity=2 orbital_gap_ev="6.5 / 3.2" s2=0.754 total_charge=+1
C -2.97 -0.44 -1.43
C -3.48 -1.77 -1.17
C -4.48 -2.33 -1.81
H -1.76 -0.74 -1.58
H -3.42 0.21 -2.14
H -3.05 0.28 -0.49
H -2.66 -2.48 -1.04
H -5.07 -3.18 -1.45
H -4.81 -1.64 -2.52
H 3.99 2.72 1.25
H 5.23 2.92 0.44
O 4.74 2.26 1.05
H 5.33 0.88 3.71
H 6.32 1.87 3.18
O 6.08 1.46 4.00


x is the most stable structure; the next one sits 10.1 kJ/mol above it.